ORCA calculation (wB97M-V/def2-TZVPD) on a molecular structure, C25H22ClI2N3O4Os at a distorted geometry.

XYZ file:
```
58
Properties=species:S:1:pos:R:3
Os -0.517 1.007 -0.106
C -1.901 -0.171 3.916
C -1.411 -1.353 3.162
N -1.161 -2.456 3.791
C -0.715 -3.552 3.208
C -0.507 -3.605 1.836
C 0.019 -4.883 1.208
O 1.106 -4.643 0.355
C -0.729 -2.441 1.075
C -0.489 -2.439 -0.343
N -0.365 -1.406 -1.096
C -0.022 -1.533 -2.433
C 0.723 -2.626 -2.914
C 1.074 -2.715 -4.246
C 0.756 -1.697 -5.132
C 0.037 -0.598 -4.687
C -0.354 -0.542 -3.364
I -1.593 1.103 -2.750
C -1.198 -1.256 1.728
O -1.507 -0.186 1.116
H -2.056 -0.446 4.956
H -2.828 0.208 3.485
H -1.162 0.629 3.862
H -0.513 -4.388 3.862
H -0.769 -5.331 0.589
H 0.267 -5.597 1.999
H 1.915 -4.578 0.872
H -0.404 -3.435 -0.779
H 1.042 -3.401 -2.230
H 1.602 -3.589 -4.599
H 1.051 -1.755 -6.167
H -0.233 0.193 -5.369
Cl 5.784 3.760 0.333
C 4.439 2.715 0.394
C 4.585 1.444 0.929
C 3.503 0.581 1.021
I 3.608 -1.326 1.856
C 2.236 0.964 0.556
O 1.192 0.217 0.663
C 2.099 2.244 -0.057
N 0.859 2.518 -0.555
C 0.664 3.708 -1.116
C 1.663 4.679 -1.180
C 2.922 4.415 -0.683
C 3.182 3.153 -0.122
H 5.549 1.128 1.298
H -0.315 3.906 -1.533
H 1.436 5.632 -1.628
H 3.700 5.161 -0.718
C -4.762 2.932 0.859
C -3.783 1.879 0.380
O -2.471 2.458 0.206
H -5.731 2.481 1.055
H -4.889 3.710 0.110
H -4.409 3.385 1.785
H -4.081 1.486 -0.597
H -3.717 1.054 1.101
H -2.422 3.197 0.831
```

Summary:
spin multiplicity	5
expectation value of S²	6.072
total charge	+2
gap between HOMO and LUMO (alpha / beta)	6.792 / 4.292	eV
energy	-70116.218	eV

Atom charges from the natural (NBO) analysis, given in e for atoms 1 to 2: atom 1 (Os): 1.502, atom 2 (C): -0.668